# 1
Molecular formula: C32H64O8
Method: DFT, ωB97M-V/def2-TZVPD

Each line ends with the Löwdin charge.
Geometry (Å):
C -20.244 17.457 3.598  -0.252
H -17.357 15.821 4.331  0.085
H -16.577 13.840 -1.020  0.097
C -18.045 18.411 5.393  -0.151
C -14.696 15.249 3.262  -0.252
H -19.876 13.029 0.638  0.056
H -22.988 16.520 -2.006  0.111
H -22.037 15.415 5.406  0.128
H -23.442 15.640 0.139  0.118
H -19.454 11.392 -2.357  0.134
C -21.504 12.753 2.047  -0.148
H -19.056 18.067 5.177  0.054
C -13.592 16.162 3.760  -0.142
H -13.998 13.362 2.501  0.112
O -17.204 15.095 0.371  -0.223
H -15.038 15.405 2.238  -0.015
H -18.108 19.492 5.521  0.123
C -21.237 11.461 -0.052  -0.145
C -17.419 17.543 6.531  -0.210
C -15.154 17.714 2.226  -0.229
C -18.530 14.630 0.410  -0.187
C -22.160 16.657 -1.310  -0.120
C -20.467 12.220 1.067  -0.151
H -19.354 14.306 -1.309  0.023
H -17.711 13.739 3.125  0.138
H -20.833 15.782 -2.886  0.125
H -22.061 16.584 0.853  0.046
H -17.775 15.038 -2.731  0.109
C -19.112 12.124 -1.625  -0.186
H -16.072 13.737 1.527  0.151
H -15.023 17.149 -0.978  0.123
H -13.942 15.336 1.067  0.122
H -16.137 12.748 -2.295  0.122
H -20.830 14.773 4.251  0.107
C -13.963 16.389 0.787  -0.186
C -14.212 13.843 3.456  -0.117
H -20.127 18.509 3.858  0.129
C -22.405 15.959 0.030  -0.115
O -16.496 16.644 6.034  -0.084
H -12.879 16.373 2.964  0.136
H -15.689 15.423 1.733  0.002
O -20.461 16.694 4.758  -0.125
H -17.669 18.070 3.322  0.104
H -15.664 16.458 4.149  0.032
H -21.326 13.786 2.347  0.065
C -18.949 14.801 1.845  -0.127
O -12.896 15.344 4.695  -0.119
H -15.147 18.668 2.753  0.130
H -16.888 18.216 7.204  0.118
H -14.977 13.222 3.923  0.116
H -19.926 16.546 -1.720  0.128
H -21.798 13.811 0.330  0.059
C -22.282 16.113 3.379  -0.119
H -21.553 12.258 3.016  0.130
H -20.902 10.425 -0.092  0.138
H -13.943 17.099 4.191  0.148
H -17.625 15.518 3.397  0.039
H -17.860 13.717 -3.758  0.104
C -16.995 13.192 -1.791  -0.216
C -21.378 14.785 0.077  -0.207
H -12.026 13.848 3.874  0.119
C -15.205 16.637 -0.034  -0.112
H -23.697 12.434 1.814  0.134
H -16.341 18.779 4.166  0.115
C -20.870 16.009 -1.821  -0.123
H -22.623 15.345 2.685  0.098
H -21.981 18.009 2.368  0.130
C -12.993 13.988 4.358  -0.188
H -15.466 17.060 3.041  0.031
C -17.914 13.957 -2.696  -0.106
H -20.162 13.585 -2.764  0.131
C -16.518 14.729 1.598  -0.139
H -19.322 17.226 3.065  0.090
H -19.550 13.933 2.117  0.077
C -16.657 16.623 4.565  -0.163
C -22.784 12.636 1.256  -0.262
H -16.859 16.858 1.209  0.092
H -23.095 13.557 0.761  0.094
O -13.884 17.348 1.837  -0.168
O -20.884 14.653 -1.238  -0.268
O -22.613 11.512 0.458  -0.093
H -15.514 15.374 3.971  0.079
C -19.305 13.549 -2.092  -0.191
C -21.362 17.169 2.684  -0.161
C -17.147 18.053 4.278  -0.161
H -16.406 18.396 0.464  0.118
H -15.631 15.639 -0.144  0.088
O -17.725 12.110 -1.291  -0.113
H -19.785 11.544 1.583  0.141
H -13.066 13.362 5.247  0.119
H -22.105 17.741 -1.211  0.110
H -19.080 15.068 -0.424  0.098
H -23.131 16.674 3.771  0.120
H -19.587 15.651 2.084  0.078
H -20.548 15.067 0.725  0.073
H -18.286 17.087 7.009  0.115
H -13.063 16.538 0.190  0.136
H -21.211 11.854 -1.069  0.109
H -18.489 13.587 0.097  0.109
C -17.647 14.720 2.656  -0.055
C -21.443 15.634 4.518  -0.144
H -19.755 11.913 -0.771  0.025
C -16.018 17.504 0.956  -0.083
H -20.901 16.715 1.807  0.063

Atoms 1-2, force components in eV/Å:
0.00 0.71 0.12
0.92 1.52 2.48

Summary:
Lowest unoccupied orbital energy in eV: 0.428
Max |F| in eV Å⁻¹: 7.3
Multiplicity: 1
Energy above the lowest of the compared OMol25 structures with the same formula, charge and spin in kJ/mol: 1685.2

# 2
Molecular formula: C32H64O8
Method: DFT, ωB97M-V/def2-TZVPD

Each line ends with the Löwdin charge.
Geometry (Å):
C -3.690 -7.709 -1.585  -0.153
C -5.106 -8.414 -1.314  -0.185
H -5.529 -0.705 5.743  0.120
C -2.853 -8.162 -0.408  -0.184
H -2.319 1.406 -2.421  0.102
H -3.870 -6.646 -1.747  0.101
H 3.759 -2.893 1.812  0.117
H -9.777 -1.944 -6.719  0.101
H -7.791 -1.725 5.538  0.107
H -11.119 -0.284 -4.076  0.116
H -3.328 -9.785 1.089  0.115
C -9.441 -2.452 -4.598  -0.192
C -10.030 -0.253 -4.090  -0.213
H 5.209 7.967 -2.618  0.108
C -8.105 -0.986 3.555  -0.156
H 7.230 2.297 -7.458  0.114
C -6.789 -1.257 2.818  -0.202
C -7.675 -0.778 5.012  -0.172
H 7.113 1.644 -4.898  0.107
H 4.638 4.530 7.944  0.112
H -9.908 0.489 -6.079  0.108
H 5.796 7.646 0.448  0.111
H -6.050 0.694 4.844  0.112
H 8.792 0.976 -5.057  0.111
C 3.670 5.025 8.012  -0.219
H -8.345 0.301 -5.249  0.110
H 2.910 2.766 6.319  0.107
H 5.841 6.641 -1.793  0.106
O 2.996 4.736 6.806  -0.153
H -8.818 -1.771 3.301  0.112
C -1.384 1.090 -1.956  -0.159
H 8.559 2.829 -6.663  0.110
H -2.946 -10.289 -0.543  0.106
C 7.076 8.515 -1.879  -0.221
H -5.790 -7.666 -0.911  0.111
C -6.213 -0.377 4.961  -0.197
H -1.705 0.576 -1.050  0.110
H 3.915 6.086 8.053  0.121
H 7.355 8.418 -2.928  0.116
H -0.368 3.039 -2.354  0.108
H -8.388 0.004 3.198  0.105
H 1.689 2.139 -1.912  0.112
H 1.352 3.575 6.456  0.107
H 6.245 -0.185 -6.285  0.103
H 6.346 10.442 -2.207  0.118
H -8.662 -3.182 -4.377  0.117
H 1.205 2.824 8.710  0.095
H -1.840 -8.314 -0.782  0.103
H -6.709 -0.550 1.992  0.109
O 5.728 9.602 -0.342  -0.147
C 7.319 -0.197 -6.097  -0.186
C 2.344 3.494 6.901  -0.180
C 5.282 8.204 -0.334  -0.128
H 5.518 -4.369 3.319  0.102
H 3.926 -3.644 5.574  0.111
H -8.153 -1.811 -6.254  0.097
H -5.398 -8.864 -2.263  0.107
H 2.819 2.284 8.834  0.093
H -0.582 2.693 -0.670  0.104
H -0.561 0.759 -3.922  0.117
H -0.888 -0.783 -2.958  0.122
C 3.487 -4.768 2.888  -0.202
H 7.460 -0.970 -5.342  0.103
H -8.295 -0.101 5.599  0.107
H 4.824 -5.578 4.456  0.112
H 7.471 -0.841 -8.124  0.113
C 0.939 1.469 -1.492  -0.160
H 2.166 5.116 9.553  0.105
C 5.818 7.730 -1.745  -0.184
C 8.119 -0.376 -7.382  -0.193
O 0.686 0.278 -2.348  -0.160
H -2.814 -7.600 0.525  0.109
C 4.343 -3.335 4.615  -0.196
H 3.663 -5.421 2.033  0.114
C -9.159 -1.620 -5.882  -0.152
O -9.569 -1.491 -3.564  -0.160
H 8.867 -1.121 -7.110  0.112
C 7.845 1.177 -5.557  -0.139
H 7.635 10.306 -1.030  0.117
C 4.628 -4.683 3.866  -0.168
H 1.104 1.282 -0.431  0.117
H 2.081 -3.283 2.278  0.119
C -0.580 0.263 -2.952  -0.228
C -3.448 -9.517 0.040  -0.169
C 2.853 4.384 9.129  -0.170
O 3.406 -2.631 3.806  -0.139
O 8.712 0.906 -7.730  -0.124
C 8.081 1.883 -6.916  -0.229
C 6.695 9.860 -1.354  -0.224
O -5.760 -1.031 3.779  -0.159
H 3.522 4.066 9.929  0.102
C 2.226 3.125 8.475  -0.121
H -3.287 -8.066 -2.532  0.100
H -10.412 -2.937 -4.703  0.110
H 4.199 8.243 -0.219  0.113
H -6.687 -2.278 2.451  0.115
O -4.863 -9.361 -0.289  -0.160
H 2.630 -5.244 3.363  0.112
H 7.887 8.038 -1.329  0.115
C 3.127 -3.339 2.580  -0.192
C -0.352 2.226 -1.628  -0.184
C -9.319 -0.155 -5.425  -0.160
H -9.742 0.539 -3.399  0.118
H 5.313 -2.841 4.674  0.111

Atoms 1-2, force components in eV/Å:
-1.94 -0.35 0.13
2.43 0.79 0.13

Summary:
Lowest unoccupied orbital energy in eV: 0.573
SMILES string: C1CCOC1.C1CCOC1.C1CCOC1.C1CCOC1.C1CCOC1.C1CCOC1.C1CCOC1.C1CCOC1
Max |F| in eV Å⁻¹: 3.0
Multiplicity: 1
Energy above the lowest of the compared OMol25 structures with the same formula, charge and spin in kJ/mol: 327.4

# 3
Molecular formula: C32H66BFO4PV
Method: DFT, ωB97M-V/def2-TZVPD

Each line ends with the Löwdin charge.
Geometry (Å):
F -3.306 14.950 9.218  0.074
B 0.872 4.013 11.441  -0.402
H -2.776 4.897 6.040  0.090
H -0.396 8.427 10.793  0.046
O -0.785 6.769 9.541  -0.444
H -0.393 9.979 7.037  0.084
H 1.467 8.819 6.929  0.059
H -3.797 1.609 7.074  0.079
H 0.766 7.128 14.967  0.087
C -4.252 7.336 4.830  -0.256
C -7.188 9.436 9.096  -0.093
H -1.511 13.369 8.396  0.117
H -3.410 9.393 7.320  0.093
H -4.922 5.570 8.214  0.103
H -7.790 8.560 8.840  0.081
H 0.844 5.857 13.682  0.067
H -2.270 9.363 4.702  0.103
C -1.476 7.761 5.989  -0.272
H -5.583 6.551 2.541  0.111
H -7.025 8.147 12.179  0.074
H -0.884 7.816 6.908  0.079
H -2.000 8.059 10.579  0.044
C 2.289 10.300 8.289  -0.504
H -7.388 10.114 8.265  0.075
C -2.556 11.284 10.840  -0.106
H 2.709 9.779 10.357  0.100
H -2.366 5.531 7.533  0.081
H -2.689 7.093 3.449  0.103
C 1.889 10.096 9.715  -0.013
O 3.425 6.353 13.252  0.066
H 0.972 11.267 5.588  0.065
H -4.413 5.268 1.215  0.074
C -1.352 9.116 5.241  -0.234
H -0.192 4.407 11.427  -0.021
C -5.732 8.974 9.146  -0.260
C 1.205 6.823 14.018  -0.009
H -5.207 3.212 8.339  0.108
H -1.886 10.758 6.354  0.098
H 1.042 3.388 12.388  0.018
H -3.565 5.568 3.756  0.114
C 2.420 9.103 7.391  -0.016
C -3.768 8.405 7.625  -0.224
H -4.434 6.721 11.444  0.062
C -4.522 5.018 7.363  -0.225
C -7.038 7.142 12.602  -0.016
C -5.661 6.782 13.151  -0.500
H -4.666 13.946 11.182  0.123
H 1.138 9.294 9.738  0.051
H -2.360 10.303 11.251  0.085
H -0.343 11.515 4.430  0.079
H -5.655 9.390 7.057  0.115
H -5.273 5.232 11.759  0.080
C -3.862 13.323 10.816  -0.001
C -4.717 6.034 12.251  -0.022
H -2.927 6.310 1.040  0.071
H -4.438 8.400 4.677  0.095
C -4.185 2.544 6.675  -0.091
H -4.400 6.751 0.208  0.073
C -1.032 7.535 10.678  -0.285
H 4.252 8.411 14.273  0.083
H -7.428 6.400 11.908  0.076
C -1.718 11.763 9.821  -0.070
H -3.575 3.515 8.642  0.108
C 2.697 7.043 13.920  -0.506
C -5.288 8.612 7.723  -0.252
H 2.739 8.208 7.929  0.077
H -4.128 11.597 12.139  0.110
C -4.581 6.955 2.387  -0.255
H -7.435 9.947 10.024  0.074
C -3.571 12.081 11.345  -0.089
H -3.491 2.936 5.927  0.056
H 1.341 10.962 10.077  0.080
P -3.160 7.289 6.324  1.022
H -3.828 5.655 12.744  0.084
H 1.582 4.896 11.365  -0.040
H -1.057 7.007 11.635  0.068
V 0.708 5.161 9.540  1.069
H 3.539 7.840 15.729  0.093
C -3.090 13.738 9.749  -0.290
C -4.011 6.275 1.106  -0.092
H 0.849 7.606 13.332  0.082
H -4.706 8.019 2.182  0.110
H -0.622 9.011 4.431  0.117
O -5.340 7.058 14.278  0.082
H -5.841 7.695 7.486  0.100
H -5.506 8.145 9.819  0.090
H -0.230 12.390 5.926  0.074
C -4.299 3.554 7.826  -0.261
C -0.927 10.274 6.135  -0.266
C 3.285 8.178 14.720  -0.026
H -5.342 4.947 6.645  0.113
C -3.674 6.636 3.574  -0.236
H 2.667 9.066 14.843  0.080
H 3.064 9.250 6.526  0.092
H -7.723 7.174 13.450  0.086
H -3.298 8.107 8.565  0.093
H -5.168 6.831 5.140  0.093
O 2.548 11.407 7.884  0.084
C -0.110 11.396 5.492  -0.088
H -5.099 9.804 9.486  0.105
H 1.046 3.360 10.531  -0.045
H -0.929 7.011 5.411  0.104
C -2.055 12.982 9.251  -0.015
H -0.913 11.075 9.604  0.079
C -3.193 5.542 6.816  -0.269
H -5.149 2.398 6.194  0.080

Atoms 1-2, force components in eV/Å:
-0.14 0.03 -0.19
-0.21 -0.70 0.81

Summary:
Lowest unoccupied orbital energy (alpha / beta) in eV: -3.794 / -3.914
Max |F| in eV Å⁻¹: 3.5
Multiplicity: 4
Energy above the lowest of the compared OMol25 structures with the same formula, charge and spin in kJ/mol: 38.0
<S²>: 3.76
Net charge: +1

# 4
Molecular formula: C32H66Cl2F3N2O8P2S
Method: DFT, ωB97M-V/def2-TZVPD

Each line ends with the Löwdin charge.
Geometry (Å):
C -2.790 -1.945 -5.832  -0.225
C -2.915 -4.295 -6.826  -0.108
C -3.051 -4.476 0.616  -0.264
C 2.347 0.139 1.925  -0.285
F -1.219 1.421 3.346  0.187
H -2.953 1.623 -1.009  0.103
H -2.875 -3.750 -3.633  0.100
H -4.407 -2.759 -6.973  0.107
C 0.946 5.742 1.833  -0.098
N 4.723 0.584 2.862  -0.455
C 4.391 -0.709 3.572  -0.152
H 1.840 8.317 2.493  0.111
C -2.350 -2.810 -3.447  -0.257
H 0.509 -2.719 -0.410  0.116
O 1.508 -1.672 4.637  -0.289
H -0.736 -2.553 3.462  0.057
C -0.456 0.380 3.083  -0.648
C -3.290 -1.831 -2.751  -0.086
C 2.509 -1.425 2.066  -0.479
H 2.270 8.627 -2.626  0.068
H -1.189 -1.359 -4.530  0.096
C 0.995 8.303 -0.899  -0.271
H -2.211 -4.721 -6.109  0.064
O -0.837 2.703 0.286  0.125
C 2.256 8.852 -1.559  -0.112
H -3.595 -5.092 -7.127  0.072
H -5.171 -5.293 -1.740  0.058
C 2.250 -2.181 0.731  -0.204
H 6.345 1.328 1.688  0.099
P 1.520 -2.553 3.258  0.947
H 1.828 0.338 0.981  0.097
H 0.719 5.983 2.874  0.083
C -5.600 -4.555 0.976  -0.221
H 2.016 -0.211 -1.118  0.075
C -6.025 -5.753 -1.239  -0.105
H -4.933 -6.544 0.441  0.098
C 6.154 0.532 2.400  -0.180
C 0.896 8.623 0.591  -0.226
H 1.400 -1.558 -2.121  0.123
H -4.540 -3.445 -0.536  0.072
H -1.037 -2.991 -5.136  0.103
H 2.312 9.937 -1.448  0.076
P 3.548 2.853 1.454  0.837
H 3.983 -2.720 3.010  0.111
H -6.188 -6.727 -1.701  0.072
C -4.390 -3.748 0.504  -0.229
H -1.701 -5.337 2.082  0.069
H 1.143 4.678 1.770  0.018
F -0.719 -0.089 1.872  0.124
H -4.158 -1.591 -3.366  0.078
S 1.334 1.038 3.154  0.768
H -6.904 -5.137 -1.441  0.078
H -3.421 -1.114 -5.503  0.102
C -0.038 -0.070 -1.583  -0.182
H 6.327 -0.429 1.922  0.123
C -1.761 -2.269 -4.748  -0.227
C 3.701 0.901 1.726  -0.713
H 0.235 -1.348 0.624  0.071
O 7.540 -0.308 4.147  0.105
H 5.220 2.619 -0.015  0.030
O 1.156 2.387 2.715  -0.306
H -0.191 0.021 -2.661  0.117
H 4.638 -1.768 1.703  0.097
H 0.120 8.723 -1.401  0.105
C -0.897 1.991 -0.673  -0.519
H -2.350 -3.987 -7.709  0.077
H 2.205 -3.241 1.014  0.098
H -6.497 -3.945 0.834  0.113
H -2.258 -1.583 -6.717  0.112
H 2.971 8.508 1.176  0.101
H -0.242 -3.132 2.021  0.039
H -1.966 1.358 -2.477  0.065
H 2.404 6.234 0.328  0.092
H -1.525 -3.056 -2.768  0.094
H -3.398 -5.530 2.498  0.071
H 0.890 9.710 0.721  0.111
C -5.794 -5.893 0.262  -0.265
H 5.295 -1.033 4.085  0.130
O 2.522 2.891 0.210  -0.240
C 3.947 -1.732 2.546  -0.187
C -2.094 1.965 -1.585  0.028
H 3.027 6.222 1.968  0.096
H -0.939 -0.528 -1.164  0.122
Cl 4.717 1.852 4.154  0.896
H 3.623 -0.509 4.316  0.094
Cl 4.387 0.354 0.160  0.844
H -3.661 -2.247 -1.812  0.045
H 7.547 1.666 3.762  0.127
N -0.098 -2.376 2.688  -0.154
H -4.340 -2.820 1.083  0.113
O 4.983 3.156 0.761  -0.295
H -2.632 -3.951 2.677  0.060
H 3.112 -2.115 0.066  0.099
C 0.974 -1.805 -0.032  -0.195
H -6.652 -6.400 0.709  0.107
H -2.776 -0.894 -2.524  0.045
H 1.242 -2.249 5.366  0.081
H -5.528 -4.733 2.053  0.102
C -2.677 -4.846 2.050  -0.113
H -3.059 -5.377 -0.002  0.103
H 0.941 7.221 -1.055  0.094
H -0.069 8.271 0.966  0.102
C 7.159 0.659 3.555  -0.273
C -3.684 -3.117 -6.236  -0.267
F -0.658 -0.547 4.005  0.107
H 2.957 2.988 -0.650  0.086
H -4.271 -3.456 -5.378  0.097
H -2.271 -3.829 0.198  0.087
C 2.168 6.524 1.358  -0.279
C 2.021 8.041 1.450  -0.227
O 0.182 1.218 -0.984  -0.025
H 0.065 5.962 1.230  0.074
H 3.160 8.425 -1.122  0.062
C 1.194 -0.907 -1.271  -0.145
H -2.287 2.998 -1.873  0.101
O 1.904 0.822 4.452  -0.312

Atoms 1-2, force components in eV/Å:
-0.02 0.03 0.02
-0.05 0.00 0.04

Summary:
Lowest unoccupied orbital energy in eV: -4.377
Max |F| in eV Å⁻¹: 1.7
Multiplicity: 1
Net charge: +1